Formula: C5H8O2S
Source: the OMol25 dataset
Level of theory: the ωB97M-V functional and the def2-TZVPD basis

```
16
Properties=species:S:1:pos:R:3
C 0.04827 -0.02436 1.49563
C -1.25803 0.04980 1.64079
C 0.27970 -0.07107 -0.07444
C 1.01701 -1.22057 -0.69121
C 0.68450 1.23869 -0.68865
O -2.27632 -1.23590 -0.55154
O -2.07387 1.21219 -0.75733
S -1.63833 -0.02092 -0.14541
H 0.78546 -0.16528 2.34820
H -1.87448 0.01796 2.47434
H 0.98009 -1.21345 -1.71470
H 0.64639 -2.07401 -0.28983
H 2.15970 -1.08995 -0.49920
H 1.87907 1.29730 -0.69524
H 0.24914 2.01712 -0.14975
H 0.39170 1.28246 -1.70166
```

The value obtained for the orbital gap is 11.0 eV. For the energy above the lowest of the compared OMol25 structures with the same formula, charge and spin, the calculation gives 2.609 eV. Its multiplicity is 1. The calculation puts the HOMO energy at -10.2 eV. As for the molecular weight: 132.18 g/mol. The total energy is -20242.319 eV.

How positive or negative is each atom? The natural (NBO) charges in e answer that: atom 1 (C): -0.1619, atom 2 (C): -0.4465, atom 3 (C): -0.2220, atom 4 (C): -0.6109, atom 5 (C): -0.6138, atom 6 (O): -0.9178, atom 7 (O): -0.9209, atom 8 (S): 2.1059, atom 9 (H): 0.2394, atom 10 (H): 0.2313, atom 11 (H): 0.2263, atom 12 (H): 0.2215, atom 13 (H): 0.2119, atom 14 (H): 0.1997, atom 15 (H): 0.2269, atom 16 (H): 0.2308


Formula: C15H42N2O16
Source: the OMol25 dataset
Level of theory: the ωB97M-V functional and the def2-TZVPD basis

```
75
Properties=species:S:1:pos:R:3
C 3.93045 -1.57711 -1.05266
C 3.46287 -0.09049 -1.66066
C 1.89071 0.08804 -1.23484
C 1.13185 1.36069 -2.01140
O -0.06094 1.65896 -1.20725
N -0.88740 2.53967 -1.85758
C -1.72476 2.96670 -0.63178
O -2.07212 4.20364 -0.25948
C -2.01730 1.49994 0.03473
C -2.22040 0.98057 1.57171
C -2.44907 -0.66579 1.75850
C -2.47449 -1.69245 0.43785
C -2.30193 -1.12151 -1.12539
N -2.35999 -1.98266 -2.36429
C -1.20928 -1.74086 -3.31520
C -2.23729 -3.48162 -2.01772
C -0.73530 -3.95569 -1.45434
O -3.27138 -4.33857 -2.16147
C -2.06779 0.49262 -1.25566
C -1.81774 1.49991 -2.51934
O -2.28088 1.52709 -3.77198
H 3.01370 -2.33927 -1.04056
H 4.75480 -2.09571 -1.72222
H 4.26205 -1.48562 0.08437
H 4.07803 0.70145 -1.05359
H 3.65721 -0.04740 -2.82881
H 1.79705 0.30898 -0.07321
H 1.36192 -0.93970 -1.41689
H 1.88940 2.25521 -1.94383
H 0.90961 1.12893 -3.13599
H -2.19867 1.74644 2.45519
H -2.59777 -1.06091 2.86248
H -2.62017 -2.83101 0.66332
H -0.93209 -2.71603 -3.94476
H -1.61260 -0.96920 -4.13103
H -0.27082 -1.23937 -2.82883
H -0.76774 -4.95934 -0.85402
H -0.23283 -3.05976 -0.85195
H -0.04915 -4.11047 -2.40635
O 3.07917 -3.19395 1.14287
H 3.73451 -3.33886 1.84173
H 2.57217 -2.42837 1.45243
O 3.98615 -4.90191 3.91662
H 4.17515 -5.78101 3.55562
H 3.02455 -4.89969 4.03621
O -1.59896 2.93964 4.50770
H -1.10836 3.30554 5.25890
H -1.40683 3.55220 3.78186
O 2.18615 -6.86691 4.12787
H 2.37515 -7.74601 3.76687
H 1.22455 -6.86469 4.24746
O -2.84782 6.15130 2.39197
H -1.99320 6.60759 2.40896
H -2.87313 5.73408 1.51774
O -0.82083 8.02410 3.25342
H -0.16549 7.87919 3.95228
H -1.32783 8.78968 3.56298
O -0.27721 -3.62743 -5.73564
H -0.82180 -4.22805 -6.26624
H -0.31514 -2.78839 -6.21893
O -1.30216 0.21573 -6.20661
H -2.03675 -0.37517 -6.43039
H -1.67524 0.81056 -5.53880
O 0.08123 2.75627 -5.19559
H 0.11466 3.71559 -5.32766
H -0.71004 2.62213 -4.65255
O -1.60014 9.14350 6.00357
H -2.30196 8.48047 6.08542
H -2.01205 9.96092 6.32158
O 0.45218 2.17759 6.50086
H 1.30680 2.63389 6.51785
H 0.42687 1.76037 5.62663
O 1.56800 -5.66901 1.22544
H 1.98210 -4.79515 1.16415
H 2.23575 -6.21399 1.66826
```

The value obtained for the orbital gap is 7.5 eV. Its multiplicity is 1. The calculation puts the HOMO energy at -8.7 eV. As for the molecular weight: 506.50 g/mol. The total energy is -51959.985 eV.

How positive or negative is each atom? The Mulliken charges in e answer that: atom 1 (C): -0.5516, atom 2 (C): -0.4642, atom 3 (C): 0.1551, atom 4 (C): -0.3323, atom 5 (O): -0.0231, atom 6 (N): -0.2315, atom 7 (C): 0.2757, atom 8 (O): -0.5278, atom 9 (C): 0.3206, atom 10 (C): -0.5595, atom 11 (C): -0.5594, atom 12 (C): -0.3444, atom 13 (C): 0.3642, atom 14 (N): 0.0214, atom 15 (C): -0.3688, atom 16 (C): 0.3338, atom 17 (C): -0.5575, atom 18 (O): -0.5950, atom 19 (C): 0.3179, atom 20 (C): 0.4938, atom 21 (O): -0.7257, atom 22 (H): 0.0515, atom 23 (H): 0.3111, atom 24 (H): 0.1301, atom 25 (H): 0.2930, atom 26 (H): 0.3157, atom 27 (H): 0.2029, atom 28 (H): -0.3336, atom 29 (H): 0.3301, atom 30 (H): 0.2545, atom 31 (H): 0.2602, atom 32 (H): 0.3226, atom 33 (H): 0.3028, atom 34 (H): 0.6058, atom 35 (H): -0.0607, atom 36 (H): -0.1026, atom 37 (H): 0.2971, atom 38 (H): 0.1467, atom 39 (H): 0.2911, atom 40 (O): -0.7540, atom 41 (H): 0.3163, atom 42 (H): 0.3365, atom 43 (O): -0.6102, atom 44 (H): 0.2857, atom 45 (H): 0.3307, atom 46 (O): -0.6539, atom 47 (H): 0.3430, atom 48 (H): 0.3130, atom 49 (O): -0.6176, atom 50 (H): 0.2972, atom 51 (H): 0.3046, atom 52 (O): -0.6482, atom 53 (H): 0.3528, atom 54 (H): 0.3482, atom 55 (O): -0.6642, atom 56 (H): 0.3012, atom 57 (H): 0.3201, atom 58 (O): -0.6698, atom 59 (H): 0.3103, atom 60 (H): 0.3270, atom 61 (O): -0.6535, atom 62 (H): 0.3000, atom 63 (H): 0.3320, atom 64 (O): -0.6030, atom 65 (H): 0.2964, atom 66 (H): 0.3251, atom 67 (O): -0.6532, atom 68 (H): 0.3372, atom 69 (H): 0.3193, atom 70 (O): -0.6726, atom 71 (H): 0.3272, atom 72 (H): 0.3369, atom 73 (O): -0.6093, atom 74 (H): 0.3988, atom 75 (H): 0.2898


Formula: C4H5ClF2
Source: the OMol25 dataset
Level of theory: the ωB97M-V functional and the def2-TZVPD basis

```
12
Properties=species:S:1:pos:R:3
C 0.81889 1.73031 -1.56795
C 0.61224 0.52514 -1.26115
C -0.57296 -1.49590 1.10733
C -0.41930 -0.03080 0.94372
F -1.57022 0.63078 1.06495
F 0.44871 0.59565 1.72058
Cl 0.56445 -0.93736 -2.19730
H 1.05097 2.09773 -2.59097
H 0.57038 2.46146 -0.85857
H -0.14152 -1.83439 2.13714
H 0.22471 -2.03088 0.42207
H -1.58634 -1.71174 1.08016
```

The value obtained for the orbital gap (alpha / beta) is 8.5 / 8.8 eV. For the energy above the lowest of the compared OMol25 structures with the same formula, charge and spin, the calculation gives 3.790 eV. Its multiplicity is 1. The calculation puts the HOMO energy (alpha / beta) at -8.7 / -8.7 eV. As for the molecular weight: 126.53 g/mol. The total energy is -22182.157 eV.

How positive or negative is each atom? The natural (NBO) charges in e answer that: atom 1 (C): -0.5319, atom 2 (C): -0.0700, atom 3 (C): -0.7482, atom 4 (C): 0.8128, atom 5 (F): -0.3325, atom 6 (F): -0.3288, atom 7 (Cl): -0.0076, atom 8 (H): 0.2177, atom 9 (H): 0.2307, atom 10 (H): 0.2457, atom 11 (H): 0.2662, atom 12 (H): 0.2459


Formula: C5H24N3O5
Source: the OMol25 dataset
Level of theory: the ωB97M-V functional and the def2-TZVPD basis

```
37
Properties=species:S:1:pos:R:3
C 0.36742 1.66535 3.38539
C 0.44013 1.25591 1.91202
C 0.26339 -0.30398 1.82346
C 0.99263 -0.85709 0.64440
C 2.01226 -1.71564 0.73321
N 2.78669 -2.21887 -0.30218
N 0.53431 -0.24269 -0.61777
N -0.71936 1.79866 1.16740
H 0.97921 1.02303 4.02614
H 0.71509 2.68551 3.47942
H -0.61114 1.49302 3.83261
H 1.35252 1.54892 1.40590
H 0.51270 -0.74533 2.78205
H -0.80614 -0.49770 1.72068
H 2.43235 -1.95118 1.70190
H 3.76054 -2.26055 -0.04266
H 2.57503 -2.23963 -1.27608
H 0.30000 -0.87712 -1.39434
H 1.29482 0.41964 -0.79890
H -0.31620 0.32872 -0.50579
H -1.57024 1.52341 1.63342
H -0.67859 2.79399 1.02045
H -3.51437 2.61386 -3.40457
H -2.17161 2.96761 -2.66546
O -2.63769 2.28937 -3.15758
H -2.71169 -2.46393 3.51917
H -1.38161 -2.71749 2.82636
O -2.00767 -2.01845 3.03642
H 0.61746 3.40367 -2.04125
H 1.35591 2.82336 -3.24557
O 1.15830 2.66317 -2.31706
H 0.72483 -2.43652 -3.06769
H 0.62583 -3.48534 -1.93984
O 0.81726 -2.55422 -2.11386
H -2.73133 -0.83584 -1.70899
H -2.82167 0.44976 -2.69729
O -2.29470 -0.30642 -2.38067
```

The value obtained for the orbital gap is 9.0 eV. For the energy above the lowest of the compared OMol25 structures with the same formula, charge and spin, the calculation gives 2.740 eV. As for the net charge: +1. Its multiplicity is 1. The calculation puts the HOMO energy at -11.4 eV. As for the molecular weight: 206.26 g/mol. The total energy is -20276.228 eV.

How positive or negative is each atom? The natural (NBO) charges in e answer that: atom 1 (C): -0.6290, atom 2 (C): -0.0464, atom 3 (C): -0.4470, atom 4 (C): 0.0163, atom 5 (C): 0.0277, atom 6 (N): -0.8373, atom 7 (N): -0.7293, atom 8 (N): -0.8791, atom 9 (H): 0.2146, atom 10 (H): 0.2208, atom 11 (H): 0.2200, atom 12 (H): 0.1885, atom 13 (H): 0.2388, atom 14 (H): 0.2311, atom 15 (H): 0.2197, atom 16 (H): 0.3924, atom 17 (H): 0.4163, atom 18 (H): 0.4740, atom 19 (H): 0.4471, atom 20 (H): 0.4778, atom 21 (H): 0.3720, atom 22 (H): 0.3711, atom 23 (H): 0.4890, atom 24 (H): 0.4833, atom 25 (O): -0.9588, atom 26 (H): 0.4829, atom 27 (H): 0.4712, atom 28 (O): -0.9502, atom 29 (H): 0.4733, atom 30 (H): 0.4858, atom 31 (O): -0.9570, atom 32 (H): 0.5006, atom 33 (H): 0.5068, atom 34 (O): -0.9769, atom 35 (H): 0.4739, atom 36 (H): 0.5115, atom 37 (O): -0.9955


Formula: C5H7NO2
Source: the OMol25 dataset
Level of theory: the ωB97M-V functional and the def2-TZVPD basis

```
15
Properties=species:S:1:pos:R:3
C -1.40592 1.48173 0.96761
C -1.39129 0.33013 0.00067
O -2.32316 -0.34863 -0.32795
O -0.17082 0.59997 -0.95035
C 0.69140 -0.38467 -0.67444
C 2.13081 -0.18240 -0.98693
C 0.16539 -1.30664 0.18817
N -0.06014 -2.49740 0.36890
H -0.40680 1.69276 1.34422
H -1.80509 2.36109 0.45618
H -2.07208 1.23118 1.79408
H 2.66803 -1.13210 -0.98329
H 2.59197 0.49253 -0.25908
H 2.22193 0.28820 -1.96894
H -0.83422 -2.62576 1.03116
```

The value obtained for the orbital gap (alpha / beta) is 7.4 / 7.4 eV. For the energy above the lowest of the compared OMol25 structures with the same formula, charge and spin, the calculation gives 3.466 eV. Its multiplicity is 1. The calculation puts the HOMO energy (alpha / beta) at -7.6 / -7.6 eV. As for the molecular weight: 113.12 g/mol. The total energy is -10880.151 eV.

How positive or negative is each atom? The natural (NBO) charges in e answer that: atom 1 (C): -0.7180, atom 2 (C): 0.7820, atom 3 (O): -0.5083, atom 4 (O): -0.5268, atom 5 (C): 0.2739, atom 6 (C): -0.6695, atom 7 (C): 0.1750, atom 8 (N): -0.6144, atom 9 (H): 0.2394, atom 10 (H): 0.2525, atom 11 (H): 0.2380, atom 12 (H): 0.2347, atom 13 (H): 0.2320, atom 14 (H): 0.2453, atom 15 (H): 0.3642


Formula: C6H10O
Source: the OMol25 dataset
Level of theory: the ωB97M-V functional and the def2-TZVPD basis

```
17
Properties=species:S:1:pos:R:3
C -0.07139 2.23087 -0.45189
C 0.06444 0.93635 -0.18362
C 0.06637 0.32500 1.15812
C 0.20962 0.93798 2.31776
C -0.29451 -1.14204 1.09288
C 0.30419 -2.05608 0.34105
H -0.00704 2.61266 -1.46444
H -0.07239 3.01570 0.29273
H 0.29073 0.28001 -1.01397
H 0.22405 0.37180 3.23488
H 0.13992 2.01354 2.44486
H -1.23012 -1.28673 1.61810
H -0.25585 -2.97311 0.19402
H 1.25911 -1.88685 -0.13217
O -0.59653 -1.13872 -3.02485
H 0.09630 -1.80040 -2.92610
H -0.12691 -0.43997 -3.49734
```

The value obtained for the orbital gap is 9.4 eV. For the energy above the lowest of the compared OMol25 structures with the same formula, charge and spin, the calculation gives 2.081 eV. Its multiplicity is 1. The calculation puts the HOMO energy at -8.8 eV. As for the molecular weight: 98.14 g/mol. The total energy is -8429.159 eV.

How positive or negative is each atom? The natural (NBO) charges in e answer that: atom 1 (C): -0.3611, atom 2 (C): -0.2129, atom 3 (C): -0.0849, atom 4 (C): -0.3627, atom 5 (C): -0.1870, atom 6 (C): -0.3925, atom 7 (H): 0.1935, atom 8 (H): 0.1880, atom 9 (H): 0.2147, atom 10 (H): 0.1974, atom 11 (H): 0.1948, atom 12 (H): 0.2077, atom 13 (H): 0.2048, atom 14 (H): 0.1962, atom 15 (O): -0.9261, atom 16 (H): 0.4653, atom 17 (H): 0.4649